Molecular formula: C13H13ClF6N2O11P3Ti
Method: DFT, the ωB97M-V functional and the def2-TZVPD basis

Each line ends with the Mulliken charge.
CARTESIAN COORDINATES (ANGSTROEM)
O 5.1238 -0.6097 0.4750  -0.479
H -3.4669 1.0898 1.9743  0.474
H -1.5262 1.5203 -1.8069  0.396
P -0.1940 -0.8863 3.0665  1.477
N -1.4015 -0.8956 -0.3667  0.638
H 4.8844 2.2269 0.4634  0.405
O 0.9598 -0.1821 -1.7744  -0.271
H 0.7358 -0.9222 -2.3510  0.299
P 3.8252 -0.4696 -0.3869  0.731
Cl -5.1714 -0.5060 -0.0701  -0.117
C -3.9624 -3.5602 -0.7352  0.429
H 5.1814 -1.4213 0.9995  0.362
O 4.0309 -1.3506 -1.6813  -0.524
F 1.2673 -0.2486 3.1168  -0.410
F -0.5807 0.2569 1.9308  -0.425
H -2.3422 4.9844 0.5812  0.418
C -0.5587 -3.0678 -0.8441  0.879
H -2.3589 -4.5886 -1.1211  0.412
N -2.5394 -0.2295 -0.1396  0.345
C -1.8678 3.3514 -0.7235  -0.741
H -1.4049 3.9781 -1.4738  0.432
P 2.4083 2.1934 0.1629  0.174
O 2.6156 -0.9794 0.3742  -0.321
C -1.7236 -2.1643 -0.5854  0.092
F -1.6119 -1.5608 2.7930  -0.391
C -2.5251 1.1940 0.0572  0.078
O -5.1538 -3.4971 -0.5968  -0.576
C -2.9869 3.1083 1.3955  -0.805
F 0.2629 -2.1077 3.9458  -0.340
C -2.3961 3.9147 0.4299  -0.492
C -3.0481 1.7383 1.2162  -0.107
C 3.7844 1.3141 -0.8439  0.943
O 4.9820 1.9307 -0.4583  -0.558
C -3.5907 -1.0689 -0.2397  0.284
O 1.1803 1.2249 0.2853  0.314
C -3.1116 -2.3430 -0.5292  -0.241
C 3.6018 1.5022 -2.3434  -1.515
H 3.3055 -1.9760 -1.8323  0.381
F 0.3785 -1.7712 1.6309  -0.247
O -3.3400 -4.6872 -1.0394  -0.543
O 3.0696 2.6171 1.4243  -0.679
H 4.4443 1.0586 -2.8730  0.398
H -3.3840 3.5476 2.3002  0.393
O -0.7026 -4.2486 -1.0979  -0.807
H 2.6772 1.0494 -2.6911  0.273
Ti 0.7315 -0.5663 -0.0054  0.037
C -1.9355 1.9814 -0.9168  -0.333
F -0.7299 -0.0016 4.2460  -0.345
O 0.5784 -2.4447 -0.7967  -0.225
H 3.5858 2.5722 -2.5451  0.430

Force components x, y, z for each atom (eV/Å):
0.0 0.0 0.0
0.0 0.0 0.0
0.0 0.0 0.0
0.1 0.0 0.0
0.2 -0.1 0.1
0.0 0.0 0.0
0.0 0.1 0.0
0.0 -0.1 0.0
0.0 -0.1 0.1
0.0 0.0 0.0
0.1 0.1 0.3
0.0 0.0 0.0
-0.1 0.0 0.0
0.0 0.0 0.0
0.1 0.0 0.0
0.0 0.0 0.0
0.3 0.0 0.1
0.1 0.0 0.1
-0.1 0.2 0.0
0.0 0.1 0.1
0.0 0.0 0.0
0.0 0.1 0.1
0.1 -0.1 -0.1
-0.1 0.1 -0.1
0.0 0.0 -0.1
0.0 0.0 -0.1
0.0 0.0 -0.1
0.0 0.1 0.0
0.0 0.0 0.0
0.0 -0.1 0.0
-0.1 -0.1 0.1
0.0 0.0 0.0
0.0 0.0 0.0
0.1 -0.1 0.0
0.1 0.0 0.0
0.0 -0.1 -0.1
0.0 0.0 0.0
0.0 0.0 0.0
0.1 0.1 0.1
0.0 0.0 -0.1
0.0 -0.1 -0.1
0.0 0.0 0.0
0.0 0.0 0.0
-0.1 0.0 -0.1
0.0 0.0 0.0
-0.5 0.1 -0.3
0.0 -0.1 -0.1
0.0 0.0 0.0
-0.1 0.0 0.1
0.0 0.0 0.0

Net charge   0
Orbital gap (alpha / beta)   7.429 / 7.942 eV
Largest force on an atom   0.58 eV Å⁻¹
ΔE to the lowest compared entry with this formula, charge and spin   0.000 eV
Lowest unoccupied orbital energy (alpha / beta)   -0.0653 / -0.0829 hartree
2S+1   2
E_tot   -4373.83058 a.u.
HOMO energy (alpha / beta)   -9.206 / -10.197 eV